1.
The following is a quantum chemistry calculation of a molecular structure, C12H27I2IrOP2Si in a non-equilibrium geometry, from the Open Molecules 2025 dataset.

Geometry as XYZ:
```
46
Properties=species:S:1:pos:R:3
I -5.6150 1.2334 -2.0223
I -4.9970 -1.4920 -1.3856
Ir -1.3553 -0.2217 -0.3422
P -0.8305 -0.6546 -2.5040
C -0.4767 -2.4529 -2.6066
C -2.1689 -0.3647 -3.6912
H -1.8359 -0.7235 -4.6749
H 0.9353 -0.2559 -4.1334
H -2.4142 0.7017 -3.7474
H 0.5635 1.2243 -3.2046
H -1.3728 -3.0121 -2.3164
H -3.0766 -0.8950 -3.3669
C 0.6816 0.1353 -3.1383
H -0.1865 -2.7273 -3.6281
H 1.4964 -0.0683 -2.4325
H 0.3374 -2.7115 -1.9183
P -2.0767 1.1328 1.3272
C -2.2379 0.0804 2.8240
C -0.9386 2.4595 1.8399
H -3.7158 2.5647 0.2316
H -3.9996 2.3957 1.9981
H -4.4529 1.0852 0.8423
C -3.7186 1.8663 1.0768
H -0.8213 3.2103 1.0484
H -1.3068 2.9568 2.7480
H -2.5607 0.6806 3.6832
H -1.2756 -0.3927 3.0555
H 0.0474 2.0160 2.0253
H -2.9746 -0.7072 2.6317
C -1.7457 -1.9303 0.3256
O -1.8632 -2.9978 0.7851
C 3.6683 1.2722 2.4076
Si 3.3237 -0.1346 1.1519
C 4.5558 -0.0567 -0.3152
C 3.5643 -1.8273 2.0554
C 1.6834 0.2650 0.4291
C 0.5110 0.3066 0.0189
H 4.7118 1.1779 2.7455
H 3.0119 1.2429 3.2904
H 3.5363 2.2620 1.9462
H 5.5756 -0.1163 0.0958
H 4.4256 -0.8718 -1.0431
H 4.4572 0.8862 -0.8734
H 2.9129 -1.9661 2.9334
H 3.4101 -2.7086 1.4120
H 4.6079 -1.8667 2.4156
```

## Properties
LUMO energy (alpha / beta): -8.25 / -10.18 eV
charge: +2
⟨S²⟩: 6.0330
multiplicity: 5
E_tot: -60407.73410 eV
ΔE to the lowest compared entry with this formula, charge and spin: 0.000 eV

Atomic partial charges in e from the Löwdin method, atoms 1 to 5: number 1, I, carries 0.32; number 2, I, carries 0.18; number 3, Ir, carries 0.90; number 4, P, carries 0.66; number 5, C, carries -0.23


2.
The following is a quantum chemistry calculation of a molecular structure, C5H7N2S in a non-equilibrium geometry, from the Open Molecules 2025 dataset.

Geometry as XYZ:
```
15
Properties=species:S:1:pos:R:3
C -1.4005 0.9829 -0.1839
C -1.7931 -0.2865 -0.0589
C -1.5719 2.3565 0.3126
C 0.7450 -1.3904 -0.5892
C -0.3224 -1.4183 0.3936
N -0.3860 1.7141 -0.1943
N 0.8449 -0.7094 0.7214
S -3.2338 -0.9465 -0.0694
H -1.9016 3.2455 -0.2842
H -1.9758 2.2900 1.3662
H 1.5083 -2.0636 -0.9338
H 0.5754 -0.6523 -1.3634
H -0.5953 -2.2635 0.9748
H 1.3317 -1.1014 1.4250
H 0.7355 0.3140 0.7764
```

## Properties
LUMO energy: -5.77 eV
charge: +1
E_tot: -19101.11890 eV
ΔE to the lowest compared entry with this formula, charge and spin: 5.961 eV

Atomic partial charges in e from the Löwdin method, atoms 1 to 5: number 1, C, carries -0.40; number 2, C, carries -0.62; number 3, C, carries -0.06; number 4, C, carries 0.02; number 5, C, carries -0.12


3.
The following is a quantum chemistry calculation of a single C2H3NO molecule in a non-equilibrium geometry, from the Open Molecules 2025 dataset.

Geometry as XYZ:
```
7
Properties=species:S:1:pos:R:3
C -1.2491 0.2850 -0.3003
C 0.4045 0.2019 -0.3081
N 0.7715 -0.7719 0.5181
O -2.0467 -0.4438 0.0208
H 0.7653 1.2354 -0.1071
H 0.3960 -0.0515 -1.3796
H 0.9584 -0.4551 1.5562
```

## Properties
LUMO energy (alpha / beta): -0.49 / -0.49 eV
E_tot: -5656.82594 eV
ΔE to the lowest compared entry with this formula, charge and spin: 3.079 eV

Atomic partial charges in e from the Löwdin method, atoms 1 to 5: number 1, C, carries -0.03; number 2, C, carries -0.42; number 3, N, carries -0.02; number 4, O, carries 0.17; number 5, H, carries 0.11